# 1
ORCA calculation (wB97M-V/def2-TZVPD) on C18H33OP2Se4Sn as an isolated structure.

XYZ file:
```
59
Properties=species:S:1:pos:R:3:lowdin_charge:R:1
Sn -0.09999 0.35964 0.34243 1.02
Se -2.98680 1.88314 -0.70424 0.10
Se -4.89998 1.36257 0.24591 0.07
Se -4.86411 -0.97250 0.67901 0.05
Se -2.93759 -1.71959 -0.05717 0.00
C 3.15534 -0.82168 2.11002 -0.24
P 2.68422 -0.07455 0.51426 0.74
C 3.82502 1.33002 0.35223 -0.22
C 3.32204 -1.27522 -0.72587 -0.40
C 2.73254 -2.68088 -0.54912 -0.41
P 0.90570 -2.64326 -0.32715 0.74
C 0.27999 -2.75915 -2.04601 -0.28
C 0.54566 -4.31825 0.30918 -0.27
H 4.19794 -1.14158 2.07238 0.06
H 2.52388 -1.67767 2.34812 0.04
H 3.03841 -0.08122 2.90137 0.05
H 4.85325 0.98810 0.47942 0.06
H 3.59591 2.08243 1.10466 0.04
H 3.71044 1.79585 -0.62562 0.03
H 4.41198 -1.30660 -0.65810 0.09
H 3.07360 -0.86605 -1.70921 0.07
H 3.13564 -3.14364 0.35516 0.08
H 3.00930 -3.32411 -1.38699 0.09
H 0.73648 -3.59212 -2.58345 0.05
H 0.47388 -1.83677 -2.59710 0.04
H -0.80028 -2.90838 -2.01906 0.02
H 0.91813 -5.08615 -0.37103 0.05
H -0.53109 -4.43932 0.42636 0.04
H 1.00901 -4.44912 1.28684 0.04
C -0.19268 2.90487 -3.07202 -0.06
C 1.29143 3.07850 -2.73681 -0.35
C 2.02513 1.73711 -2.81678 -0.07
C 1.52223 3.83391 -1.43827 -0.14
C 2.22575 5.03272 -1.47637 -0.03
C 2.42028 5.79710 -0.33789 -0.07
C 1.87080 5.37030 0.85880 -0.03
C 1.15847 4.17816 0.95400 -0.14
C 0.52866 3.81842 2.29186 -0.36
C 1.17740 2.62326 2.99423 -0.06
C -0.99336 3.66678 2.22916 -0.06
C 1.02359 3.40096 -0.20323 -0.26
O 0.39777 2.19996 -0.13930 -0.48
H -0.31323 2.56611 -4.10203 0.09
H -0.73598 3.84284 -2.95493 0.09
H -0.65243 2.16255 -2.41822 0.01
H 1.71820 3.71047 -3.52002 0.13
H 1.70184 1.06275 -2.01715 0.02
H 3.10586 1.86968 -2.73866 0.08
H 1.81924 1.24949 -3.77157 0.09
H 2.62335 5.37276 -2.42568 0.12
H 2.97210 6.72558 -0.38709 0.11
H 1.98179 5.98162 1.74706 0.12
H 0.71966 4.68012 2.93712 0.13
H 0.92680 1.67464 2.50390 0.01
H 0.83261 2.55144 4.02676 0.09
H 2.26411 2.71475 3.00722 0.08
H -1.29464 2.76756 1.68967 0.01
H -1.44815 4.51724 1.72088 0.09
H -1.40990 3.60781 3.23622 0.09
```

Properties
Multiplicity ... 1
LUMO (spin up / spin down) ... -4.81 / -4.87 eV
Gap between HOMO and LUMO (spin up / spin down) ... 5.76 / 5.69 eV
Energy ... -307038.4457 eV
HOMO level (spin up / spin down) ... -10.562 / -10.558 eV
Charge ... +1

***

# 2
ORCA calculation (wB97M-V/def2-TZVPD) on an isolated ion of composition C8H17N2 and charge +1.

XYZ file:
```
27
Properties=species:S:1:pos:R:3:lowdin_charge:R:1
C -1.32517 1.73989 -0.70931 -0.14
C -0.88039 0.98109 0.54239 -0.07
C -1.12093 2.97874 -1.06313 -0.24
C -0.05202 -1.17397 -0.70499 -0.25
C 0.26356 -1.39640 0.78115 -0.35
C 0.86012 -1.39538 -1.82426 -0.02
C 1.72846 -1.81541 0.95670 0.00
C -0.69727 -2.03243 1.69983 0.00
N -0.69440 4.06898 -0.37352 0.08
N 0.17122 -0.04382 0.17189 0.03
H -1.61612 1.00663 -1.52433 0.11
H -1.04194 -1.33431 -1.07586 0.16
H -0.40999 1.92167 1.05178 0.15
H -1.50176 0.48931 1.22411 0.10
H -1.47301 3.12189 -2.13216 0.15
H 0.58547 -2.41518 -1.98059 0.10
H 1.94169 -1.24645 -1.56895 0.11
H 0.68024 -0.76038 -2.64836 0.08
H 1.94720 -2.17367 1.95981 0.10
H 2.48502 -0.97548 0.84206 0.12
H 2.00779 -2.60934 0.40636 0.05
H -0.42912 -2.95162 2.01619 0.05
H -1.68729 -2.20142 1.25534 0.11
H -0.80388 -1.48921 2.70033 0.14
H -0.26797 4.15245 0.54446 0.10
H 1.13526 0.37371 -0.07328 0.22
H -0.49800 4.90172 -0.92829 0.11
```

Properties
Multiplicity ... 1
LUMO ... -2.60 eV
Gap between HOMO and LUMO ... 9.41 eV
Energy ... -11542.8876 eV
HOMO level ... -12.016 eV
Charge ... +1

***

# 3
ORCA calculation (wB97M-V/def2-TZVPD) on one molecule with the formula C6H7NOS.

XYZ file:
```
16
Properties=species:S:1:pos:R:3:lowdin_charge:R:1
C 0.71568 -1.21278 0.39089 -0.07
C -0.40184 -0.43737 0.45539 -0.56
C 2.37354 0.65799 0.11203 -0.06
C 3.21355 -0.47927 -0.37741 -0.16
C -2.27019 0.09034 -0.38556 -0.27
C -2.10920 1.36753 0.39878 -0.37
N 1.86818 -0.52546 0.12626 -0.17
O -1.63339 -0.92297 0.37833 -0.04
S -0.28733 1.34969 0.47481 0.98
H 0.60851 -2.24555 0.22147 0.11
H 3.53888 -0.51800 -1.47436 0.11
H 3.99501 -0.75157 0.42069 0.10
H -3.23695 -0.18720 -0.69622 0.11
H -1.70290 0.14444 -1.33218 0.13
H -2.18745 2.34137 -0.10271 0.08
H -2.48410 1.32881 1.38980 0.07
```

Properties
Multiplicity ... 1
LUMO ... 0.73 eV
Gap between HOMO and LUMO ... 8.85 eV
Energy ... -20702.9461 eV
HOMO level ... -8.121 eV
Charge ... 0

***

# 4
ORCA calculation (wB97M-V/def2-TZVPD) on C43H51BiBr2I2N7O5Si as an isolated structure.

XYZ file:
```
112
Properties=species:S:1:pos:R:3:lowdin_charge:R:1
Bi 0.03292 0.51663 0.02496 1.83
I 1.05326 -7.70816 0.44223 0.76
C 0.35813 -5.78354 0.00694 -0.77
C 0.29815 -5.34848 -1.30934 -0.26
C -0.14364 -4.06777 -1.57323 -0.65
I -0.17707 -3.37137 -3.54276 0.85
C -0.55065 -3.14032 -0.56548 -0.51
O -0.91999 -1.95741 -0.82725 -0.25
C -0.44867 -3.64262 0.77824 -0.16
C -0.81992 -2.72553 1.91132 -0.14
N 0.16077 -1.62057 2.12686 -0.08
C 1.48543 -2.15845 2.42401 -0.16
C 2.30620 -2.39911 1.17130 -0.27
C 3.28106 -3.39426 1.16092 -0.02
C 3.89130 -3.72583 -0.03253 -0.05
C 3.50444 -3.06041 -1.18728 -0.05
C 2.57458 -2.04683 -1.07211 -0.16
N 2.01204 -1.69343 0.08534 0.07
C -0.01958 -4.93041 1.03653 -0.15
H 0.60175 -5.99642 -2.12069 0.07
H -0.89911 -3.32146 2.83185 0.12
H -1.77527 -2.25570 1.71510 0.08
H -0.17447 -1.07060 2.91157 0.08
H 1.39464 -3.13689 2.91741 0.12
H 2.02545 -1.51204 3.11982 0.10
H 3.49982 -3.93919 2.07075 0.12
H 4.62686 -4.51944 -0.07134 0.11
H 3.90287 -3.32298 -2.15747 0.11
H 2.24549 -1.50101 -1.94877 0.10
H 0.03197 -5.27168 2.06542 0.09
Br -1.25494 2.60182 -4.70555 0.75
C 0.51200 2.18859 -4.18006 -0.60
C 1.55482 2.36606 -5.09648 -0.18
C 2.84791 2.10415 -4.74364 -0.64
Br 4.22498 2.37034 -6.02549 0.74
C 3.16105 1.64373 -3.44322 -0.19
C 4.46125 1.35719 -2.97478 -0.03
C 4.63776 0.91909 -1.69367 -0.04
C 3.51582 0.75014 -0.86761 -0.18
N 2.29368 1.00332 -1.26892 0.01
C 2.09542 1.45500 -2.53232 -0.15
C 0.72394 1.73694 -2.88231 -0.45
O -0.20968 1.60011 -2.01344 -0.32
H 1.32430 2.72063 -6.09152 0.09
H 5.30434 1.49080 -3.63894 0.08
H 5.62174 0.69379 -1.30595 0.11
H 3.63220 0.38931 0.14561 0.09
C -5.94712 4.34118 0.49475 -0.08
C -6.21064 3.09096 -0.33843 -0.41
C -6.29431 1.84904 0.54649 -0.06
C -5.17844 2.89790 -1.45457 -0.11
N -3.81960 2.80299 -0.94998 -0.08
C -3.10714 1.71596 -0.67665 -0.11
N -1.96027 2.09990 -0.17476 -0.08
N -1.96214 3.44227 -0.20159 0.03
N -3.07733 3.88177 -0.65002 0.09
H -6.77433 4.50491 1.18681 0.08
H -5.83623 5.22961 -0.12955 0.08
H -5.03601 4.23128 1.08425 0.07
H -7.16241 3.22018 -0.86628 0.13
H -5.32577 1.61541 0.99426 0.07
H -6.63769 0.97636 -0.01317 0.09
H -6.98851 2.01276 1.37152 0.08
H -5.20249 3.70872 -2.18155 0.13
H -5.37313 1.96103 -1.97783 0.13
H -3.43448 0.69952 -0.80342 0.15
C -0.52645 3.27676 2.67046 -0.23
Si 0.99650 2.63882 1.75196 0.64
C 1.79972 4.17013 0.86340 -0.63
C 1.68037 5.42727 1.74155 -0.11
C 1.06227 4.46795 -0.44985 -0.11
C 3.28229 3.97243 0.52378 -0.10
C 2.14571 1.96506 3.16636 -0.65
C 2.75942 3.09267 4.00607 -0.10
C 1.27422 1.12909 4.11328 -0.11
C 3.27551 1.06816 2.65636 -0.12
H -0.25119 3.67632 3.65201 0.03
H -1.28253 2.50022 2.80968 0.00
H -1.00445 4.07424 2.10263 0.01
H 0.66975 5.56553 2.12783 0.06
H 1.92298 6.30910 1.13552 0.08
H 2.36792 5.41481 2.58718 0.06
H 0.07978 4.90301 -0.26596 0.06
H 0.90422 3.57592 -1.05474 0.04
H 1.64876 5.18208 -1.04098 0.08
H 3.89252 3.71292 1.38929 0.05
H 3.68289 4.90689 0.11130 0.08
H 3.42241 3.20359 -0.23568 0.05
H 2.00147 3.78987 4.36918 0.07
H 3.50767 3.66383 3.45691 0.06
H 3.25669 2.66176 4.88462 0.08
H 0.47085 1.71310 4.56111 0.07
H 1.88972 0.72403 4.92645 0.09
H 0.81657 0.28378 3.59327 0.04
H 3.96152 1.59941 1.99443 0.06
H 2.87964 0.20776 2.11020 0.04
H 3.86326 0.68121 3.49914 0.09
O -3.92403 -2.07053 0.32420 0.05
C -4.57763 -1.83675 1.47622 -0.27
C -5.66316 -2.66693 1.77200 -0.02
C -6.39097 -2.48304 2.93109 -0.10
C -6.06180 -1.46447 3.82126 -0.11
C -4.99665 -0.63388 3.52325 -0.04
C -4.23891 -0.80049 2.36729 -0.08
C -3.10203 0.16103 2.09228 -0.61
O -3.04733 1.21850 2.72370 0.00
O -2.29117 -0.20346 1.16694 -0.24
H -3.11360 -1.49541 0.32020 0.06
H -5.90556 -3.45557 1.07120 0.11
H -7.22398 -3.14244 3.14530 0.09
H -6.63305 -1.32224 4.72960 0.09
H -4.71967 0.18412 4.17675 0.11
```

Properties
Multiplicity ... 1
LUMO ... 1.87 eV
Gap between HOMO and LUMO ... 6.24 eV
Energy ... -236094.9794 eV
HOMO level ... -4.378 eV
Charge ... -1